A:
Formula: C10H16
Source: the OMol25 dataset
Level of theory: ωB97M-V with the def2-TZVPD basis set

The geometry in XYZ format:
```
26
C10H16 ωB97M-V with the def2-TZVPD basis set
C 0.6022 -1.8195 -3.4206
C -2.2728 -0.3653 0.6440
C -0.8889 -0.5788 0.2599
C 1.9183 -1.0762 -3.3668
C 0.1202 0.1579 0.9213
C -0.1621 1.0626 1.9206
C 2.3216 -0.6523 -1.9441
C 0.9119 1.9455 2.5092
C -1.5243 1.2119 2.3914
C -2.5062 0.5064 1.6734
H -3.1038 -0.9535 0.2823
H 0.1623 -1.7738 -4.4057
H 1.9132 -0.2526 -4.0819
H 1.5286 -0.7575 -1.2096
H 1.8965 1.7477 2.0813
H 0.6565 2.9872 2.2948
H 2.7487 -1.6652 -3.7864
H 3.1017 -1.3182 -1.6294
H -0.0956 -1.3214 -2.7493
H 0.9365 1.8124 3.5902
H 0.7541 -2.8526 -3.1101
H -1.7309 1.8821 3.2183
H 1.1851 -0.0767 0.9003
H -0.6713 -1.0183 -0.7014
H -3.5110 0.5712 2.1001
H 2.7044 0.3668 -1.8293
```

Properties
multiplicity = 2
total charge = -1
expectation value of S² = 0.761

B:
Formula: C10H16
Source: the OMol25 dataset
Level of theory: ωB97M-V with the def2-TZVPD basis set

The geometry in XYZ format:
```
26
C10H16 ωB97M-V with the def2-TZVPD basis set
C -1.2447 1.9621 -1.4565
C 1.1761 -0.7399 0.9948
C -0.7662 2.7403 -0.2467
C 1.0555 -1.6444 -0.1293
C -1.3696 -1.4964 -0.0643
C -0.1817 -1.9169 -0.6760
C 2.5203 -0.3599 1.5130
C -1.2528 -0.8469 1.2174
C -0.1114 1.3878 -2.3093
C -0.0026 -0.4685 1.6896
H -2.3115 -1.9696 -0.3235
H -0.5315 2.0628 0.5763
H -0.4458 1.1829 -3.3284
H 2.4478 0.1580 2.4793
H -1.9513 2.5148 -2.0890
H 0.2124 0.4277 -1.9058
H -1.5500 3.4373 0.0883
H -0.1719 -2.5101 -1.5894
H 0.0558 0.0138 2.6711
H 3.1173 0.3049 0.8734
H 3.1436 -1.2541 1.7175
H -1.8224 1.1079 -1.0910
H 0.7773 2.0184 -2.4118
H 1.9454 -2.1071 -0.5540
H 0.1077 3.3749 -0.4219
H -2.0675 -0.8261 1.9391
```

Properties
multiplicity = 2
total charge = -1
expectation value of S² = 0.761

Computed relative energies in units of kcal/mol: A 9.8; B 0.0

A:
Formula: C4H4IN
Source: the OMol25 dataset
Level of theory: ωB97M-V with the def2-TZVPD basis set

The geometry in XYZ format:
```
10
C4H4IN ωB97M-V with the def2-TZVPD basis set
I -2.6352 1.8482 0.4379
N -0.8819 0.7991 -0.2989
C 0.1417 1.2834 -0.9294
C -0.4258 -0.4565 0.3498
C 1.2133 0.5296 -1.1907
C 1.1178 -0.5071 0.0321
H 1.3741 -1.3909 -0.5504
H 1.7850 -0.3449 0.8296
H -0.8089 -0.3164 1.4448
H -0.8800 -1.4446 -0.1248
```

Properties
multiplicity = 1
SMILES = IN1C#CCC1

B:
Formula: C4H4IN
Source: the OMol25 dataset
Level of theory: ωB97M-V with the def2-TZVPD basis set

The geometry in XYZ format:
```
10
C4H4IN ωB97M-V with the def2-TZVPD basis set
I -1.1012 1.3356 0.5197
N 0.6283 2.1073 1.0777
C -0.5220 -0.6604 -0.0197
C 1.7242 1.4496 0.9732
C -1.5778 -1.2495 -0.9884
C 2.7335 0.7812 1.0577
H -1.4406 -0.6673 -1.8861
H -2.5673 -0.9929 -0.6863
H 3.6562 0.3248 1.0782
H -1.5333 -2.4284 -1.1259
```

Properties
multiplicity = 1

Computed relative energies in units of kcal/mol: A 0.0; B 56.6

A:
Formula: C4H13N2O2
Source: the OMol25 dataset
Level of theory: ωB97M-V with the def2-TZVPD basis set

The geometry in XYZ format:
```
21
C4H13N2O2 ωB97M-V with the def2-TZVPD basis set
O 1.5293 4.3553 0.7287
O -1.2383 -0.6696 0.9401
N 0.7312 0.9988 0.5528
N -2.1496 -2.4361 -0.0453
C -0.5900 -1.1791 -1.3452
C 0.8763 -0.7251 -1.1263
C 1.4922 -0.4308 0.1910
C -1.3302 -1.3320 -0.0365
H -2.2461 -3.0482 -0.7220
H 1.1457 0.1248 -1.8396
H 2.2852 4.6773 0.2973
H -0.4776 -2.0346 -1.9492
H -0.2582 0.7292 0.8392
H 1.5260 -1.5296 -1.5799
H 0.9278 4.9816 0.9977
H -2.4981 -2.7473 0.8740
H 1.0699 -1.2000 0.7947
H 2.5032 -0.2030 0.0650
H 1.3046 1.4416 1.3690
H 0.6634 1.5925 -0.3072
H -1.0339 -0.2063 -1.8401
```

Properties
multiplicity = 2
expectation value of S² = 0.751

B:
Formula: C4H13N2O2
Source: the OMol25 dataset
Level of theory: ωB97M-V with the def2-TZVPD basis set

The geometry in XYZ format:
```
21
C4H13N2O2 ωB97M-V with the def2-TZVPD basis set
O 0.2329 1.8959 -1.8248
O -3.1454 -0.8065 0.3330
N 1.4268 0.3489 0.0330
N -0.6764 -1.9050 -0.2840
C 1.3856 2.1240 -1.5865
C 0.1519 0.3143 0.7082
C 2.1452 1.5895 -0.3105
C -0.2917 -1.1119 0.9148
H 2.0889 -0.1931 0.5790
H 1.9722 2.5687 -2.4113
H 0.4756 -1.5984 1.5357
H 2.1373 2.4519 0.3683
H -1.0897 -1.1902 1.6412
H 0.0121 0.7608 1.7116
H -3.3076 -0.1472 1.0003
H 3.2007 1.3587 -0.5183
H -0.6249 0.8079 0.1257
H 0.0685 -1.9172 -1.1048
H -3.9449 -0.9197 -0.1900
H -0.6553 -2.9295 -0.1424
H -1.5618 -1.5016 -0.5784
```

Properties
multiplicity = 2
expectation value of S² = 0.750

Computed relative energies in units of kcal/mol: A 0.0; B 6.2

A:
Formula: CH6N2O
Source: the OMol25 dataset
Level of theory: ωB97M-V with the def2-TZVPD basis set

The geometry in XYZ format:
```
10
CH6N2O ωB97M-V with the def2-TZVPD basis set
O 0.8260 -0.2121 -1.5168
N 0.3460 -0.3192 1.5395
N 0.0178 0.5869 0.5015
C -0.3097 0.1115 -0.7840
H -0.4561 -0.9963 1.4416
H -0.9313 0.7786 -1.3180
H 1.5009 0.4336 -1.5486
H -0.5697 1.3164 0.7855
H 1.1323 -0.8294 1.2210
H -0.6663 -0.9670 -0.7135
```

Properties
multiplicity = 1
SMILES = NNCO

B:
Formula: CH6N2O
Source: the OMol25 dataset
Level of theory: ωB97M-V with the def2-TZVPD basis set

The geometry in XYZ format:
```
10
CH6N2O ωB97M-V with the def2-TZVPD basis set
O 2.4098 0.4885 -0.0379
N -2.2338 0.3825 0.4114
N -0.2412 -0.8931 -0.0313
C -1.3195 -0.0699 -0.3333
H 0.2671 -1.2460 -0.8280
H -2.0816 0.0947 1.3799
H 2.7374 1.3230 0.2622
H 1.5500 0.7456 -0.3510
H 0.0778 -1.0052 0.9110
H -1.1661 0.1801 -1.3831
```

Properties
multiplicity = 1
SMILES = [H]/N=C\N.O

Computed relative energies in units of kcal/mol: A 29.0; B 0.0

A:
Formula: C4H6F2O
Source: the OMol25 dataset
Level of theory: ωB97M-V with the def2-TZVPD basis set

The geometry in XYZ format:
```
13
C4H6F2O ωB97M-V with the def2-TZVPD basis set
F -1.0930 -0.8542 -1.1140
F -1.6743 1.0683 0.6332
O 1.4975 -0.2376 1.6369
C 0.2327 -0.4064 1.0087
C 1.1498 -0.0810 -1.6638
C -0.3156 0.7525 0.4224
C 0.0671 -0.2729 -0.6695
H 1.8444 0.8419 -1.3287
H 1.7391 -1.0309 -1.9807
H -0.7479 -0.9602 1.4782
H 0.7839 0.2555 -2.6117
H 2.1662 -0.8001 0.8594
H 0.3359 1.7151 0.2284
```

Properties
multiplicity = 1
SMILES = C[C@@]1(F)[C@@H](O)[C@@H]1F

B:
Formula: C4H6F2O
Source: the OMol25 dataset
Level of theory: ωB97M-V with the def2-TZVPD basis set

The geometry in XYZ format:
```
13
C4H6F2O ωB97M-V with the def2-TZVPD basis set
F 0.3463 -1.1867 -1.0915
F 0.4194 -1.8222 0.9989
O 0.7816 0.3893 0.4630
C -2.0168 -0.2845 0.2229
C 2.2547 0.4297 0.2674
C -2.3972 0.6458 -0.5686
C 0.1968 -0.7920 0.1844
H 2.3576 0.6423 -0.7968
H 2.5992 -0.4481 0.7777
H 2.6359 1.2885 0.6801
H -1.5915 1.2708 -1.0918
H -3.3159 1.0854 -0.7155
H -2.2702 -1.2181 0.6698
```

Properties
multiplicity = 1

C:
Formula: C4H6F2O
Source: the OMol25 dataset
Level of theory: ωB97M-V with the def2-TZVPD basis set

The geometry in XYZ format:
```
13
C4H6F2O ωB97M-V with the def2-TZVPD basis set
F 0.7666 -1.0021 0.8919
F 0.6404 -0.7727 -1.1802
O 0.0256 0.9119 -0.0200
C 0.9421 -0.0177 -0.1104
C -3.7318 0.6166 -0.4887
C 2.4098 0.3550 -0.0296
C -3.0383 -0.3064 0.0479
H 2.8415 -0.6009 -0.1206
H -2.2328 -0.3010 0.6842
H -3.3243 -1.3760 -0.0834
H 2.6359 0.8300 1.0111
H -0.7929 0.4805 -0.0104
H 2.8582 1.1829 -0.5919
```

Properties
multiplicity = 1

Computed relative energies in units of kcal/mol: A 0.0; B 14.1; C 11.2

A:
Formula: C8H12O6
Source: the OMol25 dataset
Level of theory: ωB97M-V with the def2-TZVPD basis set

The geometry in XYZ format:
```
26
C8H12O6 ωB97M-V with the def2-TZVPD basis set
O 2.6001 29.1518 -30.3626
O 4.3861 27.7882 -30.2389
O -2.3378 28.4834 -23.9455
O -2.4911 29.6752 -25.8130
O 4.2035 29.5624 -28.8718
O -3.8875 27.9304 -25.4845
C -1.3697 29.5140 -23.8492
C 3.2490 30.5953 -28.6551
C 3.7938 28.7398 -29.8681
C 0.7950 30.4237 -29.3737
C 2.2385 30.4141 -29.7941
C -2.9952 28.6145 -25.1231
C -0.9964 31.4928 -25.4046
C -1.1988 30.0014 -25.2820
H -1.7377 30.3462 -23.2400
H -0.4667 29.1419 -23.3705
H -0.0542 31.8200 -24.9640
H -1.7950 32.0416 -24.8962
H 2.8175 30.5407 -27.6555
H 0.5465 29.5705 -28.7369
H 3.7627 31.5525 -28.7440
H -0.4192 29.4830 -25.8449
H -1.0736 31.8229 -26.4410
H 2.3569 31.2044 -30.5408
H 0.0764 30.4727 -30.1879
H 0.6053 31.3131 -28.7596
```

Properties
multiplicity = 1
SMILES = C[C@H]1COC(=O)O1.C[C@H]1COC(=O)O1

B:
Formula: C8H12O6
Source: the OMol25 dataset
Level of theory: ωB97M-V with the def2-TZVPD basis set

The geometry in XYZ format:
```
26
C8H12O6 ωB97M-V with the def2-TZVPD basis set
O -2.4918 2.8731 -1.3702
O 2.2147 0.7401 0.4306
O -1.5154 0.8109 -1.1880
O 3.9520 1.9426 -0.3803
O -2.4329 1.1283 1.5088
O -3.5570 1.0662 -0.3947
C 1.4431 -1.0515 -0.9742
C -2.5048 1.7192 -1.0154
C -2.8906 0.2421 0.5254
C 0.3798 -1.6935 -0.0903
C -0.6001 -0.7093 0.5287
C -1.7536 -0.3231 -0.3668
C 3.1613 1.6934 0.4878
C 2.6152 -0.4825 -0.1966
H -0.1238 0.2070 0.8430
H 0.8903 -2.2166 0.7134
H -1.0112 -1.1635 1.4247
H 3.4271 -0.3253 -0.8898
H 1.0224 -0.2676 -1.5909
H -0.1511 -2.4606 -0.6391
H -3.5594 -0.4968 0.9438
H -2.1633 0.6425 2.2864
H 3.1592 2.2530 1.4237
H -2.2280 -1.1196 -0.9269
H 2.8905 -1.2047 0.5612
H 1.8275 -1.8036 -1.6544
```

Properties
multiplicity = 1
SMILES = O=COCCCC[C@@H]1OC(=O)O[C@@H]1O

Computed relative energies in units of kcal/mol: A 0.0; B 18.1

A:
Formula: C2H6O5
Source: the OMol25 dataset
Level of theory: ωB97M-V with the def2-TZVPD basis set

The geometry in XYZ format:
```
13
C2H6O5 ωB97M-V with the def2-TZVPD basis set
O 1.7377 1.0334 -0.2482
O -1.4470 -1.2038 0.7418
O -1.3591 1.0389 0.9436
O -1.6874 -0.0156 -1.2185
O 1.5856 -1.2825 0.4081
C 1.4159 -0.2627 -0.4525
C -1.2368 0.0095 0.0372
H -2.6134 0.2558 -1.4681
H 1.2873 1.3743 0.5621
H 1.3370 -1.0423 1.2973
H -2.3332 1.1256 1.3525
H -1.7634 -1.9673 0.1694
H 1.5059 -0.6508 -1.4301
```

Properties
multiplicity = 1

B:
Formula: C2H6O5
Source: the OMol25 dataset
Level of theory: ωB97M-V with the def2-TZVPD basis set

The geometry in XYZ format:
```
13
C2H6O5 ωB97M-V with the def2-TZVPD basis set
O -3.1409 -2.7380 1.2389
O 1.5875 0.1441 -0.2585
O -0.2979 -0.9336 0.3175
O -1.7902 -0.7551 0.4673
O -4.2850 -2.2574 1.2514
C 0.2208 0.3502 -0.1337
C 2.3563 1.3056 -0.7075
H 0.0143 1.1462 0.6011
H 1.9806 1.6018 -1.7271
H -2.0709 -1.6115 0.7594
H 3.4209 0.9781 -0.7549
H -0.2172 0.6410 -1.1032
H 2.2217 2.1288 0.0493
```

Properties
multiplicity = 1
SMILES = COCOO.O=O

Computed relative energies in units of kcal/mol: A 0.0; B 97.9

A:
Formula: C5H7NOS
Source: the OMol25 dataset
Level of theory: ωB97M-V with the def2-TZVPD basis set

The geometry in XYZ format:
```
15
C5H7NOS ωB97M-V with the def2-TZVPD basis set
S 1.8560 1.3183 -0.2249
O 2.9603 -1.0927 -0.3039
N -0.4604 -0.7207 -0.7015
C -0.7815 0.6720 -0.6369
C 0.6177 -1.2036 0.1691
C 1.9365 -0.4882 -0.1412
C -1.7284 -0.3808 -0.0067
C 0.0885 1.5042 0.2206
H -1.7567 -0.4176 1.0913
H -1.0981 1.0608 -1.6038
H 0.0172 1.1954 1.2709
H 0.4309 -1.1379 1.2687
H -2.7196 -0.6036 -0.4107
H -0.1371 2.5662 0.0709
H 0.7749 -2.2717 -0.0618
```

Properties
multiplicity = 1
SMILES = O=C1CN2C[C@H]2CS1

B:
Formula: C5H7NOS
Source: the OMol25 dataset
Level of theory: ωB97M-V with the def2-TZVPD basis set

The geometry in XYZ format:
```
15
C5H7NOS ωB97M-V with the def2-TZVPD basis set
S 3.5941 0.5173 -0.1817
O -1.0616 2.1496 0.4598
N -0.7923 0.0158 -0.6224
C -0.3185 -0.6395 0.6206
C -1.3308 1.2874 -0.4701
C -1.4638 -1.2318 -0.1346
C 1.2513 -0.8049 0.2178
C 1.9243 0.5982 0.1732
H -1.0752 -1.9822 -0.8624
H -2.3854 -0.9295 0.2782
H -0.4893 0.0681 1.5457
H 1.7598 -1.5440 0.8768
H 1.3970 -1.1954 -0.7528
H 0.9190 1.7121 0.1952
H -1.9286 1.9788 -1.3434
```

Properties
multiplicity = 1

C:
Formula: C5H7NOS
Source: the OMol25 dataset
Level of theory: ωB97M-V with the def2-TZVPD basis set

The geometry in XYZ format:
```
15
C5H7NOS ωB97M-V with the def2-TZVPD basis set
S 0.7399 -0.8540 2.1119
O -0.5725 -0.1689 0.0616
N 1.6898 -0.6922 -0.4265
C 0.7098 -0.6682 0.3390
C -0.8401 0.1688 -1.2715
C -0.9948 -0.9451 2.7063
C 0.0286 0.0471 -2.3096
C 1.5219 -0.2750 -1.8916
H -1.4486 0.0340 2.4933
H 2.1441 0.6095 -2.1597
H 1.9145 -1.1281 -2.4985
H -0.2737 0.0466 -3.4470
H -1.9250 0.3965 -1.3787
H -0.8530 -1.0275 3.7389
H -1.5245 -1.7662 2.2518
```

Properties
multiplicity = 1
SMILES = CSC1=NCC=CO1

Computed relative energies in units of kcal/mol: A 0.0; B 105.5; C 12.4